DFT (wB97M-V/def2-TZVPD) results for a structure of composition C6H2FIN2STb.

Summary:
* spin multiplicity: 7
* <S²>: 12.70
* HOMO (spin up / spin down): -21.394 / -21.378 eV
* max |F|: 0.1041 Eh/bohr
* charge: +3

Last column: Mulliken charge in e.
Positions of all 14 atoms, in Å:
F -1.0198 2.9385 0.4985  -0.20
C -0.6095 1.6250 0.2452  0.55
C -0.8158 0.4612 1.2927  -0.45
C -0.4132 -1.0201 1.0161  0.46
N -0.5593 -2.1861 1.8209  -0.40
S 0.0600 -3.4200 0.7910  0.55
N 0.5757 -2.6888 -0.6486  -0.36
C 0.2410 -1.3091 -0.3954  0.58
C 0.5149 -0.2303 -1.4703  -0.32
C 0.0853 1.2522 -1.1473  -0.49
I 0.3990 2.8061 -2.6470  0.78
H -1.2927 0.7412 2.2865  0.43
H 1.0144 -0.5586 -2.4447  0.45
Tb 1.8202 1.5888 0.8024  1.45

---

DFT (wB97M-V/def2-TZVPD) results for a cluster of 2 separate species, C4H8N2O in total.

Summary:
* HOMO: -8.559 eV
* max |F|: 0.0439 Eh/bohr
* ΔE to the lowest compared entry with this formula, charge and spin: 37.8 kcal per mole
* charge: 0
* SMILES string: Cc1cnc[nH]1.O

Last column: Mulliken charge in e.
Positions of all 15 atoms, in Å:
C 0.4300 -0.1319 1.4086  -1.17
C -0.4123 -0.4061 0.2065  0.46
C -1.6427 0.1273 -0.1044  -0.31
N -2.0418 -0.3211 -1.3422  -0.52
C -1.1429 -1.1714 -1.7453  -0.23
N -0.1127 -1.3078 -0.7720  -0.16
H 1.4597 -0.4113 1.2349  0.34
H 0.3526 0.9260 1.6533  0.35
H 0.0225 -0.5828 2.3211  0.29
H -2.3194 0.6169 0.5752  0.39
H -1.3030 -2.0974 -2.2726  0.32
H 0.8493 -1.6184 -0.8556  0.25
H 2.7179 2.1784 -0.3358  0.31
H 1.2040 1.8722 -0.1995  0.33
O 1.9388 2.3274 0.2278  -0.65

---

DFT (wB97M-V/def2-TZVPD) results for a structure of composition C42H56CrGeN7SbSi3.

Summary:
* HOMO (spin up / spin down): 0.049 / 0.034 eV
* max |F|: 0.0253 Eh/bohr
* charge: -2

Last column: Mulliken charge in e.
Positions of all 111 atoms, in Å:
Cr -0.2080 -0.1710 -0.3514  -0.10
C -2.2736 -3.0242 -2.9695  -1.58
Sb -0.4224 -1.8468 -2.7858  0.44
C -0.0552 -2.2795 -0.6696  1.71
C -1.3380 -2.4360 -0.0272  -0.68
C -2.0068 -3.5967 0.4070  -1.05
C -3.2574 -3.4871 0.9811  -0.61
C -3.8585 -2.2408 1.1417  -1.38
C -3.1358 -1.1293 0.7313  -0.04
N -1.9388 -1.2337 0.1801  0.72
Si 1.3449 -3.3932 -0.3225  -0.03
C 1.2490 -5.1038 -1.1424  -1.20
C 2.9647 -2.6157 -0.9240  -0.76
C 1.5754 -3.7265 1.5237  -0.29
C -0.9986 2.1511 -3.2092  1.84
C -0.8394 2.6766 -1.8975  -1.25
C -0.4459 4.0284 -1.6398  -0.75
C -0.4724 4.5620 -0.3830  -0.83
C -0.8902 3.7682 0.6955  -1.17
C -1.1822 2.4526 0.4157  -0.55
N -1.1083 1.8815 -0.8003  1.16
Si 0.0800 2.6168 -4.6001  -0.01
C 0.6093 1.1069 -5.6103  -0.72
C -0.6327 3.8421 -5.8778  -1.24
C 1.7492 3.3810 -4.1010  -1.10
Si -2.6575 1.4750 -3.5773  -0.22
C -3.8557 2.9229 -3.9223  -1.28
C -2.7208 0.4311 -5.1587  -0.88
C -3.5440 0.4936 -2.2419  -0.14
H -2.1286 -4.0044 -2.5121  0.44
H -2.4684 -3.1722 -4.0343  0.44
H -3.1473 -2.5510 -2.5159  0.35
H -1.5412 -4.5626 0.2571  0.27
H -3.7789 -4.3836 1.3018  0.35
H -4.8393 -2.1275 1.5840  0.39
H -3.5216 -0.1216 0.8534  0.40
H 1.1278 -4.9775 -2.2210  0.24
H 0.3915 -5.6745 -0.7744  0.32
H 2.1502 -5.6953 -0.9530  0.32
H 2.9466 -2.5479 -2.0152  0.14
H 3.8323 -3.2034 -0.6094  0.46
H 3.0496 -1.6123 -0.5042  -0.14
H 0.7292 -4.2733 1.9486  0.26
H 1.6460 -2.7746 2.0523  -0.29
H 2.4876 -4.2966 1.7260  0.50
H -0.2212 4.6593 -2.4878  0.40
H -0.2111 5.6061 -0.2379  0.36
H -0.9715 4.1424 1.7050  0.65
H -1.4697 1.7802 1.2163  0.47
H -0.2233 0.6019 -6.1038  0.37
H 1.0849 0.3764 -4.9499  -0.02
H 1.3264 1.4108 -6.3823  0.33
H -1.6000 3.4941 -6.2511  0.30
H 0.0368 3.9604 -6.7367  0.29
H -0.7931 4.8270 -5.4302  0.31
H 2.2538 2.7319 -3.3921  0.27
H 1.6906 4.3694 -3.6496  0.36
H 2.3782 3.4584 -4.9949  0.34
H -3.5341 3.5179 -4.7812  0.27
H -3.8769 3.5884 -3.0539  0.28
H -4.8773 2.5719 -4.1058  0.30
H -2.4250 0.9897 -6.0515  0.31
H -3.7484 0.0849 -5.3053  0.35
H -2.0752 -0.4464 -5.0735  0.10
H -3.8193 1.1480 -1.4099  0.14
H -2.9069 -0.2960 -1.8519  -0.75
H -4.4611 0.0569 -2.6533  0.61
C 0.4904 -0.1216 1.2050  -0.71
Ge 0.6360 -0.1672 3.0745  2.15
C 0.0037 1.4640 4.0104  -0.28
C 0.5434 2.6966 3.6421  0.13
C 0.1782 3.8694 4.2852  -0.64
C -0.7539 3.8361 5.3141  -0.51
C -1.3065 2.6220 5.6936  -0.68
C -0.9252 1.4505 5.0488  -0.32
C -0.2155 -1.6701 4.0317  0.06
C -1.6025 -1.7949 4.0519  0.03
C -2.2240 -2.8740 4.6636  -0.88
C -1.4602 -3.8598 5.2724  -0.63
C -0.0762 -3.7562 5.2610  -0.63
C 0.5344 -2.6729 4.6448  -0.05
C 2.5493 -0.2274 3.6092  -0.39
C 2.9867 -0.0563 4.9219  -0.51
C 4.3374 -0.0688 5.2384  -0.70
C 5.2825 -0.2516 4.2362  -0.49
C 4.8665 -0.4210 2.9235  -0.69
C 3.5113 -0.4074 2.6175  0.23
H 1.2577 2.7435 2.8264  0.13
H 0.6092 4.8136 3.9722  0.38
H -1.0509 4.7523 5.8117  0.34
H -2.0375 2.5827 6.4937  0.38
H -1.3578 0.5097 5.3727  0.29
H -2.2175 -1.0546 3.5568  0.52
H -3.3044 -2.9559 4.6403  0.38
H -1.9398 -4.7129 5.7395  0.35
H 0.5312 -4.5299 5.7175  0.36
H 1.6178 -2.6185 4.6297  0.17
H 2.2588 0.0943 5.7143  0.39
H 4.6556 0.0687 6.2662  0.37
H 6.3391 -0.2578 4.4792  0.34
H 5.5958 -0.5621 2.1340  0.44
H 3.1778 -0.5397 1.5920  -0.08
N 4.2830 0.3513 -3.3297  -1.19
N 3.3641 0.6745 -2.3442  1.17
N 3.6951 1.3229 -1.2470  -1.12
C 2.5631 1.2667 -0.5825  -0.55
N 1.6069 0.5951 -1.2567  0.73
N 2.1296 0.2234 -2.3754  -0.28
H 3.7817 0.4578 -4.2074  0.33
H 4.4780 -0.6396 -3.2160  0.30
H 2.3846 1.6646 0.3999  0.87

---

DFT (wB97M-V/def2-TZVPD) results for a cluster of 2 separate species, C4H8F2 in total.

Summary:
* HOMO: -10.172 eV
* max |F|: 0.0123 Eh/bohr
* ΔE to the lowest compared entry with this formula, charge and spin: 28.3 kcal per mole
* charge: 0
* SMILES string: CC(F)F.C=C

Last column: Mulliken charge in e.
Positions of all 14 atoms, in Å:
C 2.1274 1.6110 0.8867  -0.46
C 2.3713 0.4603 1.5160  -0.44
H 2.2379 2.5727 1.4006  0.22
H 1.8096 1.6273 -0.1621  0.24
H 2.6891 0.4440 2.5648  0.22
H 2.2608 -0.5014 1.0021  0.24
F -0.1201 -1.5238 -0.9343  -0.28
F -0.7550 0.4180 -1.7485  -0.28
C -2.4223 -1.0385 -0.9521  -1.11
C -1.0296 -0.5118 -0.7818  0.53
H -2.5344 -1.4938 -1.9504  0.30
H -3.1582 -0.2230 -0.8526  0.32
H -2.6410 -1.8047 -0.1894  0.32
H -0.8356 -0.0363 0.2011  0.19

---

DFT (wB97M-V/def2-TZVPD) results for the ion C3H8IN2S with charge +1.

Summary:
* HOMO: -13.138 eV
* max |F|: 0.0871 Eh/bohr
* ΔE to the lowest compared entry with this formula, charge and spin: 48.5 kcal per mole
* charge: +1

Last column: Mulliken charge in e.
Positions of all 15 atoms, in Å:
C 0.8442 -0.7181 -0.0962  0.15
C 2.5096 0.8161 -0.8706  -0.74
C -2.9465 -0.1804 0.4401  -0.70
N -0.3245 -1.0537 0.3644  -0.30
N 1.4130 0.4196 -0.1510  -0.11
S -1.5048 -0.1765 1.4285  0.03
I -4.0837 1.0867 1.7691  0.18
H 1.2483 -1.4750 -0.7376  0.29
H 2.9438 1.4078 -0.1464  0.31
H 2.2518 1.5705 -1.7281  0.28
H 3.1183 -0.0435 -1.2634  0.33
H -3.5885 -1.1021 0.4939  0.38
H -2.5953 0.3575 -0.5367  0.34
H -0.4390 -2.0208 0.5170  0.30
H 1.1533 1.1118 0.5172  0.26